Model a:
Density functional theory data (ωB97M-V/def2-TZVPD) for an isolated ion of composition C4H4NO and charge +1.

Last column: natural (NBO) charge in e.
Cartesian coordinates (Å):
C -0.76483 -0.61822 0.09074  0.07
C 1.38890 0.88056 0.03138  0.34
C -2.00640 0.00239 -0.09898  0.20
C 0.42077 -1.20953 0.06087  -0.03
N -0.99768 0.78535 -0.13242  -0.28
O 1.44381 -0.33701 -0.23599  -0.30
H 2.16168 1.48997 -0.43715  0.22
H 0.74629 1.34667 0.76943  0.22
H -3.06920 -0.08745 -0.15174  0.28
H 0.67666 -2.25275 0.10386  0.26

The spin multiplicity is 1. The calculation puts the highest occupied orbital energy (spin up / spin down) at -0.54037 / -0.54038 Ha. The orbital gap (spin up / spin down) comes out at 8.8 / 8.8 eV. As for the total charge: +1. For the LUMO energy (spin up / spin down), the calculation gives -5.89 / -5.89 eV.

---

Model b:
Density functional theory data (ωB97M-V/def2-TZVPD) for an isolated ion of composition C4H4NO and charge +1.

Last column: natural (NBO) charge in e.
Cartesian coordinates (Å):
C -0.51996 -1.18822 -0.84450  0.12
C 0.99232 0.47680 -0.88975  0.36
C 0.02517 -0.16783 -0.07376  0.26
C -0.40578 0.26749 1.26183  -0.69
N -0.68564 -1.87161 -1.74733  0.05
O 2.00034 0.27761 -1.49186  -0.28
H 0.29531 1.40129 -1.08933  0.24
H -0.33676 -0.56726 1.86312  0.33
H -1.56571 0.32623 1.44714  0.34
H 0.20072 1.04550 1.56444  0.27

The spin multiplicity is 1. The calculation puts the highest occupied orbital energy at -0.61644 Ha. The orbital gap comes out at 7.9 eV. As for the total charge: +1. For the LUMO energy, the calculation gives -8.90 eV.

---

The structure with the greatest stability is model b.

---

Model a:
Density functional theory data (ωB97M-V/def2-TZVPD) for a 2-piece molecular cluster, C2H10N2P overall.

Last column: natural (NBO) charge in e.
Cartesian coordinates (Å):
C -1.73116 1.32203 0.19908  -0.85
C 0.14076 -0.87336 0.75555  -0.05
N 0.90816 -1.56132 1.52465  -0.65
N 0.79301 -0.08226 -2.00453  -1.10
P 0.08465 0.85763 0.46064  0.67
H -1.76694 2.49114 0.27649  0.28
H -2.24016 0.78615 1.04887  0.25
H -2.01214 0.92481 -0.70225  0.24
H -0.52003 -1.58135 0.20534  0.25
H 1.11965 -2.50851 1.23343  0.43
H 1.43629 -1.19870 2.31690  0.43
H 1.22482 0.85218 -1.84922  0.37
H 1.72835 -0.61370 -2.19750  0.38
H 0.43429 -0.07537 -2.96076  0.38
H 0.40045 1.26063 1.69329  -0.03

The spin multiplicity is 1. The calculation puts the highest occupied orbital energy at -0.48790 Ha. The orbital gap comes out at 8.5 eV. As for the total charge: +1. For the LUMO energy, the calculation gives -4.75 eV.

---

Model b:
Density functional theory data (ωB97M-V/def2-TZVPD) for a 2-piece molecular cluster, C2H10N2P overall.

Last column: natural (NBO) charge in e.
Cartesian coordinates (Å):
C -1.61717 1.38942 0.25517  -0.91
C -0.13719 -1.01790 0.47367  -0.01
N 1.63890 0.57479 -0.26215  -1.06
N 0.46721 -2.09575 0.04436  -0.67
P -1.61725 -0.36771 -0.25038  0.65
H -0.78625 1.93659 -0.18563  0.24
H -1.57037 1.45357 1.34260  0.26
H -2.55512 1.84406 -0.06753  0.27
H 0.08590 -0.72286 1.49501  0.24
H 1.45276 1.32712 -0.91920  0.38
H 2.39623 0.01858 -0.64346  0.38
H 1.16546 -2.57487 0.59658  0.43
H 0.29213 -2.44134 -0.89044  0.42
H 1.98386 1.00326 0.59276  0.38
H -1.19909 -0.32696 -1.58136  0.00

The spin multiplicity is 1. The calculation puts the highest occupied orbital energy at -0.50832 Ha. The orbital gap comes out at 9.5 eV. As for the total charge: +1. For the LUMO energy, the calculation gives -4.34 eV.

---

The structure with the greatest stability is model b.

---

Model a:
Density functional theory data (ωB97M-V/def2-TZVPD) for a 2-piece molecular cluster, C3H9N2O2S overall.

Last column: natural (NBO) charge in e.
Cartesian coordinates (Å):
C -0.04062 -0.78838 -1.68679  -0.63
C 1.42849 -0.08869 1.68911  -0.44
C 0.42458 -1.04222 -0.28342  -0.24
N -0.54111 1.38642 0.35024  -1.03
N 1.14390 0.04929 0.27994  -0.31
O -2.40706 2.15640 -1.09917  -1.03
O -3.03454 0.56284 0.55805  -1.00
S -2.21850 1.70772 0.23387  1.83
H -0.38763 -1.64145 -2.26525  0.19
H -0.64957 0.12691 -1.60496  0.25
H 0.85612 -0.48805 -2.17545  0.19
H 2.06784 -1.01696 1.70069  0.17
H 2.15391 0.70486 2.12135  0.19
H 0.52117 -0.33842 2.41178  0.19
H -0.35088 -1.45301 0.24858  0.18
H 1.08261 -2.02516 -0.37535  0.14
H -0.04870 2.18791 -0.10321  0.35

The spin multiplicity is 1. The calculation puts the highest occupied orbital energy (spin up / spin down) at -0.14257 / -0.12929 Ha. The orbital gap (spin up / spin down) comes out at 7.5 / 7.5 eV. As for the total charge: -1. For the LUMO energy (spin up / spin down), the calculation gives 3.64 / 3.95 eV.

---

Model b:
Density functional theory data (ωB97M-V/def2-TZVPD) for a 3-piece molecular cluster, C3H9N2O2S overall.

Last column: natural (NBO) charge in e.
Cartesian coordinates (Å):
N 0.29895 0.34737 1.25493  -0.56
C 1.46694 0.21613 0.46976  -0.21
C 1.30729 -0.62024 -0.88981  -0.61
S 2.76391 -0.67217 -1.83330  0.08
C -2.23649 1.23205 -1.46803  0.44
N -2.93884 0.71851 -0.46914  -0.89
O -1.30248 2.05790 -1.54337  -0.76
H -0.58687 0.36874 0.73966  0.41
H 2.19476 -0.32615 1.08411  0.21
H 2.02832 1.09336 0.14873  0.23
H 0.98620 -1.62659 -0.63171  0.25
H 0.43202 -0.12688 -1.33754  0.27
H -2.55298 0.83081 -2.47700  0.04
H -2.80402 1.43902 0.26108  0.30
H 0.06635 -2.36827 2.80209  0.43
H 0.33824 -0.55967 1.84998  0.43
O 0.53870 -2.00393 2.03957  -1.05

The spin multiplicity is 1. The calculation puts the highest occupied orbital energy at -0.15542 Ha. The orbital gap comes out at 3.0 eV. As for the total charge: -1. For the LUMO energy, the calculation gives -1.20 eV.

---

Model c:
Density functional theory data (ωB97M-V/def2-TZVPD) for an isolated ion of composition C3H9N2O2S and charge -1.

Last column: natural (NBO) charge in e.
Cartesian coordinates (Å):
C 1.41883 -0.33803 -1.32230  -0.61
C -1.60520 -0.36567 0.97319  -0.43
C 0.12427 0.28736 -0.73418  -0.23
N 0.73494 -0.40942 1.44820  -0.75
N -0.22469 -0.57631 0.43174  -0.31
O 2.08536 -1.75455 3.27529  -1.03
O -0.24182 -1.14389 3.83591  -1.06
S 0.70683 -1.69202 2.81607  1.60
H 1.85882 0.28939 -2.15900  0.17
H 2.19715 -0.28618 -0.49548  0.24
H 1.35527 -1.34198 -1.62234  0.20
H -1.56257 -0.89361 1.89289  0.24
H -1.91685 0.67329 1.15721  0.16
H -2.49262 -0.94480 0.34599  0.16
H 0.58430 1.24347 -0.43052  0.16
H -0.78760 0.44756 -1.45350  0.19
H 0.84351 0.60512 1.83608  0.30

The spin multiplicity is 1. The calculation puts the highest occupied orbital energy at -0.13050 Ha. The orbital gap comes out at 7.4 eV. As for the total charge: -1. For the LUMO energy, the calculation gives 3.85 eV.

---

The structure with the greatest stability is model c.

---

Model a:
Density functional theory data (ωB97M-V/def2-TZVPD) for CH4Br2Si as an isolated structure.

Last column: natural (NBO) charge in e.
Cartesian coordinates (Å):
C 1.06157 2.08857 0.11424  -0.35
Si -0.29527 -1.30069 0.10137  0.64
Br 0.83498 1.57878 -1.61535  0.17
Br -0.34820 2.78321 0.96543  0.19
H 0.54249 -0.42625 0.81526  -0.17
H -1.19973 -1.74085 1.27835  -0.15
H 0.09261 -2.46237 -0.54922  -0.17
H -0.68845 -0.52041 -1.11008  -0.16

The spin multiplicity is 1. The calculation puts the highest occupied orbital energy at -0.32608 Ha. The orbital gap comes out at 7.8 eV. For the LUMO energy, the calculation gives -1.11 eV.

---

Model b:
Density functional theory data (ωB97M-V/def2-TZVPD) for CH4Br2Si as an isolated structure.

Last column: natural (NBO) charge in e.
Cartesian coordinates (Å):
C 0.83838 -0.19346 -0.18390  -0.77
Si -0.95905 0.11476 0.42890  0.89
Br 2.07068 1.33594 0.06381  0.07
Br 1.91662 -1.75872 -0.30270  0.15
H 0.21375 0.30097 -2.11620  0.09
H -1.55477 -0.83865 1.36274  -0.17
H -1.89737 0.02021 -0.72494  -0.11
H -0.62823 1.01895 1.47230  -0.13

The spin multiplicity is 1. The calculation puts the highest occupied orbital energy (spin up / spin down) at -0.36054 / -0.32662 Ha. The orbital gap (spin up / spin down) comes out at 8.8 / 8.1 eV. For the LUMO energy (spin up / spin down), the calculation gives -1.00 / -0.81 eV.

---

The structure with the greatest stability is model a.

---

Model a:
Density functional theory data (ωB97M-V/def2-TZVPD) for one molecule with the formula C2H3F2N.

Last column: natural (NBO) charge in e.
Cartesian coordinates (Å):
F -1.24322 1.23567 0.11019  -0.31
C -0.67648 0.04472 0.02497  0.77
F -1.73468 -0.96723 0.23657  -0.37
C 0.68475 -0.16836 0.53647  -0.31
N 0.34750 -0.24359 -0.92011  -0.62
H 1.25930 0.77608 0.78496  0.22
H 0.91381 -1.17518 0.79558  0.23
H 0.44903 0.49789 -1.56865  0.38

The spin multiplicity is 1. The calculation puts the highest occupied orbital energy at -0.39045 Ha. The orbital gap comes out at 11.6 eV. As for the SMILES: FC1(F)CN1. For the LUMO energy, the calculation gives 0.98 eV.

---

Model b:
Density functional theory data (ωB97M-V/def2-TZVPD) for a 2-piece molecular cluster, C2H3F2N overall.

Last column: natural (NBO) charge in e.
Cartesian coordinates (Å):
C -0.48660 -0.10007 -0.36226  -0.04
C 0.67614 -0.40389 0.38927  0.60
N -1.54258 0.11704 0.31137  -0.46
F 1.91257 1.42489 0.04585  -0.65
F 1.62787 -1.02412 -0.14753  -0.22
H -0.49611 -0.11018 -1.38018  0.20
H 0.59003 -0.36469 1.57236  0.22
H -2.28131 0.46102 -0.42888  0.35

The spin multiplicity is 1. The calculation puts the highest occupied orbital energy (spin up / spin down) at -0.39425 / -0.39432 Ha. The orbital gap (spin up / spin down) comes out at 8.6 / 8.6 eV. For the LUMO energy (spin up / spin down), the calculation gives -2.13 / -2.12 eV.

---

The structure with the greatest stability is model a.

---

Model a:
Density functional theory data (ωB97M-V/def2-TZVPD) for CH4O2P as an isolated structure.

Last column: natural (NBO) charge in e.
Cartesian coordinates (Å):
C -0.04519 -0.38447 0.39780  -0.98
O -1.56498 -0.96878 -2.36615  -1.16
O 0.82838 -0.09713 -2.70462  -1.17
P -0.48740 -0.04875 -1.97315  1.98
H 0.46179 0.52513 0.95685  0.18
H -0.98040 -0.37118 0.92245  0.17
H 0.37792 -1.34546 0.36913  0.19
H -0.81988 1.28365 -2.04997  -0.20

The spin multiplicity is 1. The calculation puts the highest occupied orbital energy at -0.14237 Ha. The orbital gap comes out at 8.6 eV. As for the total charge: -1. For the LUMO energy, the calculation gives 4.68 eV.

---

Model b:
Density functional theory data (ωB97M-V/def2-TZVPD) for a 2-piece molecular cluster, CH4O2P overall.

Last column: natural (NBO) charge in e.
Cartesian coordinates (Å):
C -0.83941 -1.30255 1.00636  -1.17
O 1.67408 0.99244 -1.28345  -1.03
O -0.66177 0.92451 -0.55440  -1.17
P -1.51019 0.03542 0.29899  1.04
H 1.85515 1.90456 -1.39480  0.43
H 0.14086 -1.67914 1.00770  0.19
H -1.40665 -1.81945 1.78214  0.20
H 0.74793 0.94421 -0.86253  0.50

The spin multiplicity is 1. The calculation puts the highest occupied orbital energy at -0.13419 Ha. The orbital gap comes out at 8.3 eV. As for the total charge: -1. For the LUMO energy, the calculation gives 4.66 eV.

---

The structure with the greatest stability is model a.